(1)
Formula: C30H38Cl2N2O3S2
Source: the Open Molecules 2025 dataset
Level of theory: ωB97M-V/def2-TZVPD

As for the charge: 0. The SMILES is C#CC1=C(CCCO)C(=O)c2ccc(CCCSC(=S)N(CC)CC)c([C@H](Cl)[C@H](C)Cl)c2C1=O.CCCC#N. For the HOMO-LUMO gap, the calculation gives 7.4842 eV.

Each line ends with the Löwdin charge.
Positions of all 77 atoms, in Å:
C1 1.128919 -0.158569 -4.566129  0.111
C2 0.264448 -1.027272 -4.499466  -0.049
C3 -0.957938 -1.808339 -3.943444  -0.065
C4 -2.265935 -1.529066 -4.334564  -0.064
C5 -2.516592 -0.362958 -5.368362  -0.136
C6 -1.967081 -0.631549 -6.843919  -0.146
C7 -0.855247 0.434751 -7.315935  -0.251
O1 -0.910974 0.586959 -8.762280  -0.110
C8 -3.450099 -2.373667 -3.687555  -0.259
O2 -4.430112 -2.743178 -4.310520  0.097
C9 -3.224193 -2.739554 -2.157056  -0.044
C10 -4.370133 -2.787275 -1.200354  0.012
C11 -4.043576 -3.097131 0.234354  -0.002
C12 -2.613648 -3.348878 0.674881  -0.123
C13 -2.441371 -3.613041 2.241868  -0.145
C14 -2.328317 -2.135286 2.897112  -0.270
C15 -1.493946 -2.111042 4.245064  -0.465
S1 -1.571276 -0.374262 4.931393  0.864
C16 -0.376717 0.659717 4.037459  -1.011
S2 0.365106 0.172539 2.628649  0.692
N1 -0.081665 1.988570 4.567526  -0.259
C17 1.367280 2.169742 4.871109  -0.248
C18 2.214802 2.900833 3.743896  -0.139
C19 -0.643846 3.069192 3.726343  -0.256
C20 -2.251489 3.192119 3.858355  -0.087
C21 -1.447404 -3.348483 -0.291258  -0.138
C22 0.030811 -3.662256 0.205634  -0.581
Cl1 1.244132 -2.404219 -0.328706  0.633
C23 0.479072 -5.178008 -0.079902  -0.645
C24 1.932850 -5.339886 -0.681538  -0.177
Cl2 -0.719160 -6.112060 -1.127743  0.601
C25 -1.796267 -3.032249 -1.727194  -0.016
C26 -0.686508 -2.948252 -2.865557  -0.282
O3 0.267324 -3.699651 -2.930949  0.050
H1 1.968279 0.585010 -4.580878  0.067
H2 -3.617213 -0.104756 -5.317609  0.118
H3 -1.970967 0.551904 -4.951424  0.118
H4 -1.453200 -1.640635 -6.863784  0.116
H5 -2.870154 -0.604906 -7.538645  0.120
H6 -0.920516 1.415017 -6.761671  0.118
H7 0.171998 -0.003252 -7.092520  0.096
H8 -0.308756 -0.116825 -9.084697  0.090
H9 -5.404788 -2.563405 -1.572550  0.113
H10 -4.901064 -3.115214 0.973628  0.110
H11 -1.548962 -4.260695 2.478505  0.105
H12 -3.422563 -4.038950 2.629137  0.115
H13 -3.344542 -1.664964 3.039529  0.112
H14 -1.775442 -1.511357 2.117494  0.069
H15 -0.405097 -2.376348 4.119908  0.076
H16 -1.999053 -2.752200 5.036353  0.089
H17 1.809650 1.138963 5.071742  0.114
H18 1.491111 2.772225 5.832052  0.122
H19 1.996800 4.019087 3.724809  0.051
H20 2.046663 2.518628 2.697303  0.044
H21 3.323716 2.803509 3.984371  0.077
H22 -0.246453 4.073647 4.082691  0.122
H23 -0.408627 2.945903 2.617822  0.105
H24 -2.666216 2.484594 4.638900  0.056
H25 -2.509756 4.245987 4.212788  0.073
H26 -2.746539 3.029375 2.858547  0.070
H27 -0.024403 -3.567866 1.339800  0.088
H28 0.477339 -5.731286 0.916815  0.105
H29 2.134904 -4.710772 -1.594533  0.055
H30 2.768355 -5.148709 0.060148  0.084
H31 2.020090 -6.427457 -1.018656  0.078
C27 5.815587 6.229498 2.575743  -0.113
C28 5.652838 5.238905 1.427772  -0.270
C29 4.582518 5.665755 0.419818  -0.182
C30 3.256625 5.768913 1.097149  -0.217
N2 2.230600 5.846459 1.623801  0.147
H32 4.900061 6.316078 3.165539  0.070
H33 6.607020 5.899929 3.252123  0.073
H34 6.079438 7.222913 2.201988  0.077
H35 5.402575 4.256675 1.839463  0.108
H36 6.609532 5.135525 0.908673  0.108
H37 4.513077 4.933551 -0.387502  0.114
H38 4.834284 6.633260 -0.021153  0.117

Forces on atoms 1 to 3 (eV/Å):
C -0.20 -0.73 0.13
C -0.99 0.41 1.74
C -0.25 0.19 -0.50


(2)
Formula: C30H38Cl8O14
Source: the Open Molecules 2025 dataset
Level of theory: ωB97M-V/def2-TZVPD

The energy above the lowest of the compared OMol25 structures with the same formula, charge and spin comes out at 62.8 kcal per mole. As for the charge: 0. The SMILES is O=C1C=C(O)C(=O)C=C1O.O=C1C=C(O)C(=O)C=C1O.O=C1C=C(O)C(=O)C=C1O.COCCOC.ClCCCl.ClCCCl.ClCCCl.ClCCCl. For the HOMO-LUMO gap, the calculation gives 7.8583 eV.

Each line ends with the Löwdin charge.
Positions of all 90 atoms, in Å:
O1 -8.293283 0.921692 2.127255  0.092
C1 -7.146183 1.176732 2.533525  -0.283
C2 -6.120803 0.123672 2.708255  0.077
C3 -4.872093 0.359012 3.196455  -0.236
O2 -3.989053 -0.639308 3.398955  0.061
C4 -4.368833 1.732192 3.509995  -0.340
O3 -3.248113 1.870002 3.958855  0.092
C5 -5.409653 2.786742 3.346415  0.059
C6 -6.649043 2.543772 2.936495  -0.244
O4 -7.420143 3.571232 2.552505  0.108
H1 -6.450873 -0.894818 2.566365  0.130
H2 -3.266503 -0.214908 3.867355  0.052
H3 -5.088363 3.816032 3.407485  0.136
H4 -8.197453 3.141772 2.187875  0.105
O5 3.441247 -1.813398 -0.761065  0.095
C7 3.079907 -2.259508 -1.857555  -0.224
C8 1.662897 -2.381868 -2.390535  0.074
C9 1.353657 -2.751268 -3.634155  -0.207
O6 0.022657 -2.712208 -4.060535  0.022
C10 2.389237 -3.122688 -4.690445  -0.292
O7 2.124157 -3.466848 -5.855125  0.094
C11 3.738347 -2.998398 -4.122565  0.059
C12 4.087947 -2.809638 -2.873715  -0.293
O8 5.275377 -2.840528 -2.395405  0.144
H5 0.730147 -2.188848 -1.881495  0.107
H6 -0.100823 -2.851418 -5.002325  0.107
H7 4.456107 -3.405868 -4.819115  0.136
H8 5.367387 -2.134048 -1.751955  0.127
O9 -2.131083 -3.693048 2.476375  0.095
C13 -1.641283 -4.206468 1.471735  -0.331
C14 -0.557463 -5.116728 1.404715  0.049
C15 -0.005333 -5.545688 0.281525  -0.239
O10 1.054547 -6.319738 0.225435  0.135
C16 -0.490693 -5.149408 -1.100035  -0.321
O11 -0.057833 -5.556808 -2.157915  0.119
C17 -1.691073 -4.319558 -1.063855  0.060
C18 -2.205813 -3.854228 0.119495  -0.196
O12 -3.237143 -2.980608 0.200195  0.077
H9 0.083507 -5.293228 2.255835  0.143
H10 1.206217 -6.627558 -0.671135  0.118
H11 -2.052023 -3.933048 -2.005525  0.104
H12 -3.198973 -2.599238 1.080365  0.084
C19 2.437917 2.846872 -1.142165  -0.102
O13 1.588427 1.676282 -1.225465  -0.236
C20 0.642747 1.704272 -2.353865  -0.156
C21 1.235737 1.708062 -3.770935  -0.244
O14 2.106307 0.690902 -4.087315  -0.152
C22 1.966437 0.335432 -5.476245  -0.083
H13 1.923237 3.806082 -1.198185  0.080
H14 3.245237 2.721702 -1.863725  0.088
H15 2.955487 2.926372 -0.186185  0.063
H16 0.177897 2.638232 -2.038095  0.092
H17 -0.213873 1.041952 -2.228835  0.071
H18 1.721047 2.677202 -3.886405  0.119
H19 0.421437 1.828902 -4.485365  0.124
H20 2.057017 1.193432 -6.142375  0.089
H21 1.046127 -0.180868 -5.749315  0.089
H22 2.807467 -0.307778 -5.735205  0.085
Cl1 -1.028083 -0.356568 2.480115  0.722
C23 0.455247 -1.213038 2.655525  -0.652
C24 1.613717 -0.577108 1.843155  -0.617
Cl2 2.281757 0.785832 2.729815  0.675
H23 0.359497 -2.273298 2.421475  0.061
H24 0.616257 -1.171388 3.732765  0.061
H25 1.277447 -0.217428 0.870705  0.056
H26 2.364487 -1.293888 1.510465  0.062
Cl3 -0.599313 3.331892 0.696975  0.577
C25 -0.274523 3.602962 2.476345  -0.563
C26 1.192927 3.947772 2.790545  -0.677
Cl4 1.670587 5.571132 2.214455  0.532
H27 -0.541343 2.720322 3.057595  0.053
H28 -0.853663 4.514192 2.625915  0.056
H29 1.809197 3.194402 2.299865  -0.018
H30 1.341237 4.048562 3.865695  0.062
Cl5 4.599247 3.896972 4.689895  0.598
C27 5.189977 2.808422 3.498965  -0.717
C28 5.378167 3.606712 2.182835  -0.646
Cl6 6.439377 2.616852 1.133765  0.536
H31 4.506487 1.962582 3.573145  0.005
H32 6.161917 2.518432 3.898145  0.057
H33 5.838947 4.586242 2.310445  0.064
H34 4.478297 3.934982 1.662675  0.044
Cl7 -3.638523 2.191312 0.236645  0.595
C29 -2.619223 0.804302 -0.291735  -0.658
C30 -3.029083 0.406112 -1.720675  -0.596
Cl8 -2.088733 -1.027508 -2.357375  0.600
H35 -2.768353 -0.073798 0.336605  0.021
H36 -1.558863 1.041532 -0.205425  0.001
H37 -2.784963 1.176882 -2.451715  0.054
H38 -4.092143 0.266592 -1.916965  0.070

Forces on atoms 1 to 3 (eV/Å):
O 2.17 1.39 0.74
C -0.28 -1.73 0.18
C 0.27 0.16 0.49


no.,E_LUMO (eV),F_max (eV/Å),highest occupied orbital energy (eV)
1,-0.93,3.578,-8.416
2,-1.80,3.786,-9.658